(1)
The following is a quantum chemistry calculation of a 2-piece molecular cluster, C15H24IN3O6P overall at a distorted geometry, from OMol25.

XYZ file:
```
50
Properties=species:S:1:pos:R:3:forces:R:3
C 4.8098 -1.8513 -1.2484 0.6783 0.4547 -0.1610
C 4.0570 -0.4651 -1.1456 0.1829 -0.6078 -0.2345
C 2.7133 -0.5238 -0.3395 1.4824 0.8140 0.4048
O 1.8561 -1.6400 -0.7689 -1.9579 1.1904 0.1932
C 0.5802 -1.1660 -0.9636 0.1218 -0.1137 -2.3225
C 0.2580 -0.7456 -2.3265 -2.5548 0.3764 2.0068
O 1.2882 -0.8220 -3.3058 -1.2741 -2.2788 0.2140
C 1.2934 -2.1359 -3.6986 0.7970 2.0056 0.8681
N 1.4066 -3.2673 -3.8569 -0.2042 -0.0630 -0.3390
C -1.1056 -0.2510 -2.6811 1.8441 1.0123 2.8794
P -1.5338 0.2298 -4.4302 -1.4859 -1.9853 -1.7643
O -0.1747 0.4520 -5.3652 -0.8591 0.8618 2.3870
O -2.5618 1.5485 -4.4867 1.4751 -0.7622 0.5727
C -2.0631 -0.2091 -1.5280 2.3333 -0.8486 0.2923
I -4.1034 0.4528 -1.7908 1.2439 -0.4902 0.1260
C -1.6358 -0.6314 -0.1718 -1.2423 0.7775 -1.5907
C -2.7031 -0.5113 0.9634 0.5420 -0.0274 0.1250
N -0.3447 -1.1106 0.0749 -0.0454 1.0667 -1.4940
C 0.0980 -1.5811 1.4174 0.0295 -1.8179 1.1089
C -0.3039 -3.1180 1.5668 -0.1185 -0.3655 0.0637
O -1.5879 -3.2500 2.2099 0.2644 0.1102 -0.9278
H 4.7425 -2.4860 -0.3262 -0.1405 0.5861 -0.8386
H 5.9040 -1.6098 -1.3898 -1.1150 -0.3603 0.1362
H 4.5060 -2.4262 -2.1591 0.0276 0.3620 0.9794
H 4.7568 0.2606 -0.6386 -1.0224 -0.5881 -0.3555
H 3.9096 -0.1001 -2.2043 -0.0967 -0.2105 1.2077
H 2.9423 -0.6879 0.7542 -0.2409 0.2390 -1.1366
H 2.1448 0.4370 -0.4673 0.5260 -0.8300 0.2300
H 0.5449 0.9049 -4.8817 -0.1769 -0.0352 -0.5420
H -3.4362 1.1557 -4.6866 0.5402 0.3286 -0.0392
H -3.4665 -1.3167 0.8069 0.6270 0.7075 0.1681
H -3.2346 0.4824 0.9351 0.7019 -1.0453 -0.2361
H -2.2812 -0.6196 1.9908 -0.2896 -0.0997 -1.0017
H -0.3636 -1.0054 2.2580 0.3433 -0.3342 -1.0251
H 1.2037 -1.5271 1.5530 -1.0158 0.2798 -0.6060
H 0.4296 -3.6847 2.2023 -0.4299 0.8611 -0.5931
H -0.3402 -3.6362 0.5624 0.2956 0.7337 0.9168
H -2.1767 -3.7334 1.6064 0.2623 0.1909 0.4675
C -0.4440 2.1659 2.7637 -0.1705 0.3403 0.2201
O 0.3372 1.7072 3.5745 -0.0772 -0.0708 -0.0850
N -1.2520 3.2323 2.9633 0.2223 -0.5009 -0.3854
C -2.1531 3.7030 1.9317 0.0061 0.1200 0.3014
C -1.2137 3.9200 4.2433 0.2150 -0.1813 0.1119
H -0.5588 1.7244 1.7558 -0.0785 0.0586 -0.1182
H -1.9073 4.7367 1.6795 -0.1438 -0.0353 -0.1230
H -3.1795 3.6535 2.3030 -0.0387 0.0841 -0.1726
H -2.0656 3.0851 1.0370 0.0387 0.0227 0.0444
H -0.2036 4.2927 4.4216 -0.0884 0.0246 0.1135
H -1.4709 3.2170 5.0375 0.0393 0.1303 0.0539
H -1.9167 4.7512 4.2485 0.0268 -0.0868 -0.1012
```
Positions in Å, forces in eV/Å.

As for the total charge: +1. As for the total energy: -1840.3579 a.u. For the frontier orbital gap, the calculation gives 7.12 eV.

=====

(2)
The following is a quantum chemistry calculation of C4H6INS as an isolated structure at a distorted geometry, from OMol25.

XYZ file:
```
13
Properties=species:S:1:pos:R:3:forces:R:3
C 0.5613 -2.4831 1.4825 0.2361 0.4975 0.3013
C 0.5531 -2.2551 0.2996 -0.1118 -0.3895 -0.6243
C -0.5646 0.8643 -0.8627 0.5506 0.8730 4.7737
C 0.8460 0.4046 -0.7586 1.3329 -1.7252 -1.3190
N 1.4796 0.2774 0.4035 2.4427 2.9848 -0.5939
S 0.6117 -1.8641 -1.3079 -0.0292 0.6762 -0.5686
I 3.4841 -0.2091 0.4557 -0.5181 0.2366 -0.2067
H 0.8037 -2.4811 2.5065 -0.1454 -0.4186 0.5445
H -1.0877 0.8636 0.2097 1.0896 -0.1320 -2.3966
H -1.0580 0.2754 -1.5152 -1.8356 -1.8696 -1.9661
H -0.5544 1.8493 -1.2269 -0.0941 1.5598 -0.3531
H 1.6107 0.6990 -1.4833 -0.8911 0.0059 -0.5898
H 1.0824 -0.3388 0.9967 -2.0265 -2.2989 2.9986
```
Positions in Å, forces in eV/Å.

As for the total energy: -906.5029 a.u. For the frontier orbital gap, the calculation gives 7.52 eV.

=====

(3)
The following is a quantum chemistry calculation of C5H12N2O2 as an isolated structure at a distorted geometry, from OMol25.

XYZ file:
```
21
Properties=species:S:1:pos:R:3:forces:R:3
C 0.4629 -0.7935 -0.3374 0.2596 1.2461 0.5017
C -0.7891 2.1679 -0.5625 -0.2494 -0.0319 0.0894
C 0.1992 -0.6087 -1.7852 0.1164 0.1319 -0.4013
C 0.4054 -2.1890 0.1536 0.1722 -0.5097 0.7723
N -0.6270 1.2953 0.5759 0.8391 0.7545 0.5583
C 0.5211 0.3362 0.6350 -2.3349 -0.2298 -0.4054
N 0.6123 -0.0104 2.0625 0.1949 0.1572 -0.6074
O -1.8806 0.6314 0.8285 0.9110 -0.3470 0.0677
O 1.6617 0.6280 -0.0089 -0.0071 -1.3211 -0.2144
H -1.7355 0.3181 1.7395 -0.2424 0.1317 -0.2862
H 1.5011 -0.4819 2.2098 -0.1092 -0.1764 -0.0579
H 0.7270 0.8839 2.5348 -0.2025 -0.0083 -0.0177
H -1.2530 1.6843 -1.4304 0.1492 -0.0696 -0.0426
H 0.1843 2.5868 -0.8175 -0.0420 -0.1659 -0.0431
H -1.4487 2.9914 -0.2778 0.0815 -0.0472 0.0633
H 1.3013 -2.4820 0.7022 0.0404 -0.1143 -0.0625
H -0.8624 -0.8023 -1.9890 0.0939 0.1252 0.0409
H 0.7700 -1.3411 -2.3668 -0.0842 -0.0809 0.1878
H 0.5127 0.3658 -2.1475 -0.3416 0.0466 0.1374
H 0.1567 -2.9371 -0.6015 0.4666 0.2655 -0.2535
H -0.4194 -2.2429 0.8827 0.2887 0.2434 -0.0271
```
Positions in Å, forces in eV/Å.

As for the total energy: -457.5649 a.u. For the frontier orbital gap, the calculation gives 8.50 eV.

=====

(4)
The following is a quantum chemistry calculation of one molecule with the formula C4H7N3 at a distorted geometry, from OMol25.

XYZ file:
```
14
Properties=species:S:1:pos:R:3:forces:R:3
C 2.3284 0.3751 0.1022 0.3392 -0.2248 0.0741
N 1.2578 0.6561 -0.6868 0.4362 0.5215 -0.6501
C 0.0249 0.2226 -0.5013 -1.1922 0.0881 -0.2473
N -1.0582 0.6316 -1.2373 1.6574 -0.2681 0.6606
N -2.0633 0.1243 -0.5499 -1.3282 0.1483 -0.3729
C -1.7958 -0.5759 0.5492 0.1432 -0.3228 0.5034
C -0.3161 -0.5897 0.7073 -0.0011 -0.0262 0.1183
H 0.1141 -0.0889 1.6138 -0.2088 -0.0817 -0.1694
H 2.2822 -0.5215 0.7075 0.0104 0.1910 -0.0474
H 3.2836 0.7617 -0.2254 -0.1526 -0.0557 0.0533
H 1.3748 1.3287 -1.4376 0.0257 -0.1135 0.1500
H -2.9931 0.3045 -0.9054 0.2040 -0.0888 0.0968
H -2.5779 -1.0265 1.1405 0.1236 0.0667 -0.0937
H 0.1386 -1.6021 0.7232 -0.0567 0.1661 -0.0758
```
Positions in Å, forces in eV/Å.

As for the total energy: -320.7498 a.u. For the frontier orbital gap (spin up / spin down), the calculation gives 7.34 / 6.71 eV.

=====

(5)
The following is a quantum chemistry calculation of one molecule with the formula C20H15N5O4 at a distorted geometry, from OMol25.

XYZ file:
```
44
Properties=species:S:1:pos:R:3:forces:R:3
O 3.5570 -0.5767 2.5215 0.1507 -0.0249 0.0816
C 2.5093 -0.3890 1.9508 -0.1433 -0.2685 -0.2933
N 1.8619 0.8068 2.0584 -0.2538 0.7574 0.2211
N 0.6669 1.1540 1.4548 0.6204 0.0045 0.1346
C -0.5130 0.9645 2.1445 0.2611 -0.0775 0.2683
O -0.5213 0.3520 3.1914 -0.1905 -0.0421 0.1111
C -1.6914 1.5882 1.5277 -0.2593 0.1757 -0.1889
C -2.9624 1.3004 2.0151 0.0903 0.0351 -0.0935
C -4.0691 1.9422 1.4973 -0.0930 -0.0879 0.1072
C -3.9057 2.8915 0.4972 0.1260 -0.0089 -0.0303
C -2.6504 3.1892 0.0035 -0.0069 0.0016 -0.0521
C -1.5292 2.5330 0.5045 -0.2120 -0.1062 0.3135
N -0.2547 2.8424 0.0818 0.1801 0.3956 0.0181
C 0.7657 1.8211 0.1643 0.1406 -0.0653 -0.4103
C 0.6785 0.8384 -0.9922 0.2554 0.1096 -0.2255
C 1.6224 0.8569 -2.0130 -0.2552 -0.0002 0.1413
C 1.4924 -0.0261 -3.0712 -0.0949 0.0033 -0.0191
C 0.4166 -0.9020 -3.0670 0.3360 0.1672 -0.2976
N -0.4870 -0.9244 -2.1025 -0.4926 -0.2685 -0.0299
C -0.3643 -0.0783 -1.0985 0.1058 0.1973 0.1136
C 1.8742 -1.3946 1.0425 -0.0108 -0.3429 0.0054
C 2.5539 -1.7791 -0.1099 -0.1281 0.0381 0.2699
C 1.9937 -2.7067 -0.9636 -0.2050 -0.2647 -0.0901
C 0.7585 -3.2581 -0.6460 0.5905 0.7650 0.9123
N 0.1451 -4.1820 -1.5682 -0.2001 -0.2523 -0.1987
O 0.6407 -4.2784 -2.6709 0.1115 -0.0767 -0.3857
O -0.8247 -4.7982 -1.1892 -0.2749 -0.1841 0.0511
C 0.0967 -2.9208 0.5268 -0.0039 -0.2626 -0.2514
C 0.6576 -1.9832 1.3732 0.1906 0.0126 -0.0445
H 2.2225 1.4418 2.7656 -0.1310 -0.1291 -0.1363
H -3.0513 0.5716 2.8061 -0.0016 -0.0552 0.0827
H -5.0543 1.7145 1.8720 -0.0855 -0.0258 0.0388
H -4.7677 3.4017 0.0942 -0.0681 0.0490 -0.0409
H -2.5282 3.9285 -0.7748 0.0030 0.0776 -0.0863
H -0.1946 3.4300 -0.7373 0.0009 -0.1263 0.0414
H 1.7475 2.3187 0.1289 -0.2878 -0.1918 0.0523
H 2.4491 1.5535 -1.9753 0.1031 0.0611 0.0172
H 2.2089 -0.0366 -3.8770 0.0677 -0.0311 -0.0961
H 0.2718 -1.6233 -3.8593 0.0736 -0.0404 -0.1224
H -1.1344 -0.1406 -0.3416 -0.0109 -0.0003 0.1133
H 3.5159 -1.3424 -0.3302 0.0974 0.0313 -0.0397
H 2.4917 -3.0116 -1.8712 0.0006 0.0204 -0.0296
H -0.8526 -3.3833 0.7485 -0.0328 -0.0136 0.0142
H 0.1573 -1.7053 2.2884 -0.0634 0.0446 0.0529
```
Positions in Å, forces in eV/Å.

The SMILES is O=C(NN1C(=O)c2ccccc2N[C@@H]1c1cccnc1)c1ccc([N+](=O)[O-])cc1. As for the total energy: -1345.8211 a.u. For the frontier orbital gap, the calculation gives 8.20 eV.

=====

(6)
The following is a quantum chemistry calculation of a 2-piece molecular cluster, C5H11O2 overall at a distorted geometry, from OMol25.

XYZ file:
```
18
Properties=species:S:1:pos:R:3:forces:R:3
C 1.0877 -0.2947 -0.2480 -1.1952 -0.7880 0.0136
O 2.1822 0.2121 -0.8103 0.2901 0.5594 -0.6259
C -0.1230 -0.3451 -1.1994 0.4871 0.1637 0.3664
C -1.3866 -0.7896 -0.4712 0.4309 0.9638 0.5927
C -1.7637 0.1138 0.6989 -1.1455 -0.9456 -1.0123
C -2.7770 0.9699 0.6497 0.3425 1.5461 1.9443
H 0.7625 0.4164 0.5376 0.3126 0.1388 0.2164
H 1.2873 -1.2423 0.2703 0.0389 -0.0697 0.1365
H -0.1466 0.6849 -1.5588 -0.5744 -0.1006 -0.3387
H 0.0788 -1.0199 -2.0222 0.1693 -0.0476 -0.2624
H -1.2156 -1.7846 -0.0529 -0.1637 -0.1155 -0.2276
H -2.2467 -0.8015 -1.1372 0.1394 -0.2331 -0.1681
H -1.4203 -0.1463 1.6919 0.2172 -0.0986 0.0042
H -3.2637 1.5828 -0.0945 0.0366 -0.9454 -0.9676
H -3.0592 1.3742 1.6248 0.0585 0.0277 -0.0448
H 3.5221 0.1045 0.1358 0.7407 -0.3191 0.3429
H 4.2146 0.9165 1.2041 0.2873 -0.2332 0.0774
O 4.2671 0.0489 0.7814 -0.4725 0.4970 -0.0471
```
Positions in Å, forces in eV/Å.

As for the total energy: -347.4642 a.u. The spin multiplicity is 2. For the frontier orbital gap (spin up / spin down), the calculation gives 10.96 / 7.92 eV. The expectation value of S² is 0.7542.

=====

(7)
The following is a quantum chemistry calculation of an isolated ion of composition C10H18N3S and charge +1 at a distorted geometry, from OMol25.

XYZ file:
```
32
Properties=species:S:1:pos:R:3:forces:R:3
C -3.8812 -0.8748 -1.1640 0.1340 0.3561 1.1797
C -2.7997 -0.6101 -0.3852 -1.9948 -3.8856 -1.8014
S -1.7549 -1.9732 0.2536 -0.7001 1.1943 0.3467
C -0.7104 -0.8020 1.1753 -1.7223 1.4063 0.7694
N 0.6929 -0.8711 0.5961 -1.0378 3.2158 -0.0231
C 0.6465 -0.3044 -0.9027 0.3334 -3.2899 1.2179
C 1.9157 -0.8490 -1.5658 -0.4775 1.4840 2.2516
C 3.1221 -0.1009 -0.8956 0.7520 -4.7615 -0.1221
C 3.0964 -0.0992 0.6277 -2.2709 -1.5089 -0.1872
C 1.6767 -0.0784 1.3229 2.0036 1.4960 1.0915
C -1.3769 0.6781 0.9188 2.3697 -3.6425 0.6190
C -0.8608 1.7419 1.4801 -0.7022 0.1735 -0.0566
N -2.2965 0.5836 -0.0898 0.5203 2.9574 0.4092
N -2.7509 1.7960 -0.6067 0.1475 0.3885 -1.7475
H -4.3154 -1.9131 -1.2870 0.7626 1.6342 -0.0313
H -4.4351 0.0601 -1.4061 0.0665 -1.2074 -0.2162
H -0.6903 -1.0800 2.2735 0.2472 0.4727 -1.3005
H 0.9170 -1.8171 0.7286 0.7387 -1.8810 -0.8078
H 0.7163 0.7590 -0.8394 -0.6787 0.6515 0.2838
H -0.3182 -0.8080 -1.1274 0.7738 1.0331 -1.1801
H 1.8673 -0.6119 -2.5766 0.0719 0.4143 -1.9312
H 1.8741 -1.9027 -1.4806 0.5008 -1.2338 0.1403
H 4.0946 -0.6495 -1.2662 -1.6933 1.5398 0.6994
H 3.0519 0.8619 -1.2014 0.2592 2.9733 -1.3599
H 3.5221 -0.9763 0.9966 0.9278 -1.8170 0.3519
H 3.7514 0.6276 0.9778 0.6532 1.7634 0.8700
H 1.7081 -0.2473 2.4297 0.1758 -0.9663 -0.9491
H 1.3324 0.9248 1.3726 -0.4998 0.8635 -0.7238
H -1.2179 2.6520 1.1278 -0.5634 1.6756 -0.3345
H -0.2184 1.7645 2.3090 0.7454 -0.3063 0.7653
H -3.5037 2.3016 -0.1477 -0.0701 -0.7963 0.2624
H -2.8549 1.8179 -1.6481 0.2274 -0.3968 1.5142
```
Positions in Å, forces in eV/Å.

As for the total charge: +1. The SMILES is C=C1S[C@@H]([NH+]2CCCCC2)C(=C)N1N. As for the total energy: -953.9242 a.u. For the frontier orbital gap, the calculation gives 8.51 eV.